Entry 1:
A 2-piece molecular cluster, CH3Cl2OPS overall at a distorted geometry, computed with wB97M-V/def2-TZVPD.

The value obtained for the energy relative to the best compared isomer or geometry (same formula, charge and spin) is 160.9 kcal per mole. The value obtained for the calculated total energy is -1774.90679 hartree. The HOMO energy (spin up / spin down) is -0.356 / -0.355 Eh. Its multiplicity is 1.

Last column: natural (NBO) charge in e.
Element x y z (Å)
C (0.736, -0.601, 0.895)  -0.79
O (-1.616, 1.505, -1.995)  -0.91
P (-0.055, 1.116, 0.513)  0.53
S (-0.797, 0.398, -1.473)  0.98
Cl (0.657, -0.800, 2.658)  -0.04
Cl (1.002, 0.528, -2.443)  -0.26
H (1.880, -0.651, 0.667)  0.25
H (0.441, -1.640, 0.533)  0.26
H (-2.248, 0.145, 0.646)  -0.03


Entry 2:
C4H12O4Rb as an isolated structure at a distorted geometry, computed with wB97M-V/def2-TZVPD.

The value obtained for the energy relative to the best compared isomer or geometry (same formula, charge and spin) is 0.0 kcal per mole. As for the charge: +1. The value obtained for the calculated total energy is -484.45058 hartree. The HOMO energy is -0.497 Eh. Its multiplicity is 1.

Last column: natural (NBO) charge in e.
Element x y z (Å)
Rb (-1.396, 1.372, 2.204)  0.99
C (-0.734, -1.454, -0.889)  -0.09
C (-1.705, -2.490, -1.371)  -0.10
O (-1.888, -3.390, -0.290)  -0.75
O (-1.219, -0.842, 0.314)  -0.78
H (-0.600, -0.678, -1.641)  0.19
H (0.241, -1.915, -0.702)  0.17
H (-1.324, -2.971, -2.278)  0.19
H (-2.655, -2.026, -1.664)  0.17
H (-2.116, -4.265, -0.618)  0.50
H (-1.472, -1.593, 0.868)  0.49
C (1.612, 2.754, 0.330)  -0.10
C (1.770, 1.304, 0.605)  -0.10
O (1.436, 0.961, 1.941)  -0.75
O (0.203, 3.074, 0.169)  -0.76
H (2.110, 2.980, -0.613)  0.19
H (2.060, 3.351, 1.128)  0.19
H (2.776, 0.992, 0.307)  0.20
H (1.116, 0.778, -0.109)  0.17
H (1.648, 0.029, 2.050)  0.49
H (0.139, 4.029, 0.260)  0.48